[1]
{"formula": "C8H15ClN3O2", "method": "ωB97M-V with the def2-TZVPD basis set", "species": ["C", "N", "N", "C", "C", "C", "O", "C", "C", "O", "C", "N", "C", "Cl", "H", "H", "H", "H", "H", "H", "H", "H", "H", "H", "H", "H", "H", "H", "H"], "positions_angstrom": [[-0.621492, -3.058150, 0.650234], [-0.640704, -2.058876, -0.486290], [-0.504284, -0.759419, -0.080291], [-1.681143, 0.095258, -0.076267], [-1.965484, 0.888780, -1.328958], [-3.380105, 0.963901, -1.784273], [-1.084587, 1.479433, -1.863909], [0.711567, -0.270006, 0.166098], [1.114591, 1.154154, 0.436130], [2.269937, 1.313393, 1.306833], [2.419767, 2.584976, 1.769045], [1.681401, -1.206009, 0.235094], [2.805145, -1.336680, -0.317171], [3.418911, -0.358934, -1.531356], [0.282999, -3.137346, 1.301162], [-1.288797, -2.680891, 1.402406], [-1.141254, -3.903494, 0.243982], [0.103426, -2.367658, -1.167194], [-2.406400, -0.576267, 0.237961], [-1.568339, 0.842720, 0.795133], [-4.312392, 0.896877, -1.188348], [-3.512636, 1.741247, -2.454197], [-3.461695, 0.057504, -2.391010], [0.282319, 1.725793, 0.955419], [1.552509, 1.489843, -0.565438], [2.786597, 3.220856, 0.955941], [3.145728, 2.496513, 2.492711], [1.494590, 2.996836, 2.252954], [3.499813, -2.234347, 0.033603]], "forces_ev_per_a": [[-0.445, 1.645, 0.562], [0.852, -2.508, -0.372], [2.617, 2.667, 0.070], [1.244, 0.926, 1.953], [-1.406, 0.183, 1.126], [-0.921, -1.879, 0.092], [1.303, 0.315, -0.701], [0.387, -1.184, 0.266], [0.958, 1.506, 0.545], [-1.819, -3.756, -1.181], [-1.453, 1.958, -0.724], [0.202, -0.115, -0.038], [1.013, -2.129, 1.520], [0.305, 0.301, -0.640], [-0.087, -0.507, -1.480], [-0.893, 0.373, 0.206], [0.577, -0.912, 0.052], [-1.073, 1.040, 0.850], [-1.992, -0.942, 0.204], [-0.212, -0.971, -1.410], [1.148, 0.095, 0.657], [-0.004, 1.712, -1.283], [-0.049, -0.233, -0.255], [0.750, -0.323, -1.446], [-1.648, 0.204, 0.852], [-0.228, 0.419, 0.207], [1.717, 0.196, 1.713], [0.602, -0.191, -0.521], [-1.447, 2.111, -0.820]], "charge": 1, "mol_weight_g_mol": 220.68, "largest_force_ev_per_a": 4.3, "smiles": "CN/[N+](CC(C)=O)=C(COC)\\N=C/Cl", "e_above_lowest_kcal_mol": 0.0, "total_energy_ha": -1088.39522}

=====

[2]
{"formula": "C8H15F4NO2", "method": "ωB97M-V with the def2-TZVPD basis set", "species": ["C", "C", "C", "O", "O", "C", "C", "N", "C", "C", "C", "F", "F", "F", "H", "H", "H", "H", "H", "H", "H", "H", "H", "H", "H", "H", "H", "H", "H", "F"], "positions_angstrom": [[-1.828018, 3.328400, 2.435181], [-1.403979, 1.784293, 2.082514], [0.247080, 1.525450, 2.131179], [1.010008, 2.185350, 3.014796], [0.790091, 0.538905, 1.184401], [0.321888, -0.834725, 1.499584], [0.883307, -1.975215, 0.442702], [-0.058301, -2.284501, -0.699911], [-0.355268, -1.122392, -1.621441], [0.244526, -1.429547, -3.132237], [1.703792, -0.744673, -3.431431], [1.510031, 0.137989, -4.637351], [2.686271, -1.839067, -3.749518], [2.218131, 0.133378, -2.355330], [-0.862949, 3.990090, 2.614969], [-2.478607, 3.716381, 1.524091], [-2.502839, 3.374357, 3.414859], [-1.726494, 1.503980, 0.990774], [-1.890785, 1.048764, 2.864715], [-0.834974, -0.916241, 1.676199], [0.825343, -1.102624, 2.548026], [0.970351, -2.979837, 1.081086], [1.999447, -1.743306, 0.099227], [0.358830, -3.105232, -1.222909], [-0.968269, -2.625494, -0.303579], [-0.060784, -0.068533, -1.206968], [-1.541263, -1.100705, -1.753076], [0.337653, -2.587820, -3.350361], [-0.543106, -1.024804, -3.932361], [0.948888, 4.217376, 1.792171]], "forces_ev_per_a": [[-0.336, 0.025, 0.269], [1.036, -0.273, -0.173], [2.241, 4.519, 5.799], [-4.937, -5.764, -6.246], [-1.375, -1.140, 0.843], [0.967, 0.003, 1.317], [1.573, -0.006, 2.951], [0.294, -0.464, 0.259], [-1.687, 1.038, -2.538], [-0.206, 0.270, -0.111], [0.438, 1.097, -1.090], [1.210, -2.982, 3.875], [-2.872, 3.948, 1.095], [-1.527, -3.321, -3.664], [-1.454, -1.331, -0.917], [1.481, -0.621, 1.980], [1.339, -0.337, -2.128], [0.420, 0.386, 2.055], [0.970, 1.263, -1.642], [1.964, 0.210, -0.663], [-1.085, 0.324, -2.247], [-0.326, 2.133, -1.454], [-2.727, -0.210, 0.297], [-0.664, 1.216, 0.465], [1.087, 0.390, -0.267], [-0.119, -2.265, -0.428], [2.661, -0.055, 0.315], [-0.058, 2.363, 0.573], [2.053, -0.660, 1.819], [-0.361, 0.246, -0.343]], "mol_weight_g_mol": 233.21, "largest_force_ev_per_a": 9.8, "total_energy_ha": -918.16303}

=====

[3]
{"formula": "C8H15IN2", "method": "ωB97M-V with the def2-TZVPD basis set", "species": ["C", "C", "C", "C", "C", "C", "I", "N", "C", "N", "C", "H", "H", "H", "H", "H", "H", "H", "H", "H", "H", "H", "H", "H", "H", "H"], "positions_angstrom": [[-1.725010, -1.372323, -1.486728], [-1.174443, -0.166985, -1.088239], [-0.001271, 0.087307, 0.037525], [1.058927, -0.731422, 0.530675], [0.980605, -2.181304, 0.149977], [1.226075, -0.641809, 2.055884], [3.184459, -0.045996, -0.524291], [-0.091198, 1.420962, 0.388859], [1.046841, 2.302769, 0.422441], [-1.278665, 2.035073, -0.115844], [-2.036539, 1.028794, -1.015302], [-2.684405, -1.196337, -2.183275], [-2.178247, -2.039804, -0.762054], [-1.014767, -1.974594, -2.195379], [1.754503, -2.856581, 0.697929], [-0.008653, -2.656367, 0.412849], [1.373370, -2.175910, -0.902576], [2.208766, 0.001865, 2.205277], [0.430095, -0.083517, 2.655642], [1.335383, -1.659454, 2.513848], [0.602872, 3.393303, 0.604587], [1.675705, 2.045450, 1.397704], [1.640268, 2.195254, -0.477078], [-1.145014, 2.897379, -0.611800], [-2.162103, 1.482270, -2.073046], [-3.017563, 0.891970, -0.637586]], "forces_ev_per_a": [[-2.132, -3.879, -4.857], [4.701, 3.205, 5.631], [-3.905, 1.095, -4.357], [-0.457, -0.850, 1.479], [1.762, -1.729, -0.651], [1.886, 2.072, 1.505], [-0.437, -0.506, 0.288], [-0.352, -0.593, -0.225], [-0.147, 1.671, 3.061], [-1.917, -1.610, -0.589], [2.186, 2.651, -1.097], [2.012, -0.043, 1.233], [0.374, -0.206, 0.582], [-1.196, 0.675, 1.454], [-1.118, 1.544, -0.692], [0.805, 0.692, -0.832], [-1.358, -0.905, 0.583], [-1.883, -1.603, 0.310], [0.754, -0.684, -1.277], [0.142, 1.026, -0.514], [1.192, -2.263, -0.513], [-1.042, 0.653, -2.251], [0.202, 0.496, -0.064], [0.856, 0.097, -0.165], [0.066, -0.601, 1.357], [-0.995, -0.405, 0.603]], "mol_weight_g_mol": 266.13, "largest_force_ev_per_a": 8.0, "smiles": "CC1=C(C(C)(C)I)N(C)NC1", "e_above_lowest_kcal_mol": 35.4, "total_energy_ha": -720.83127}

=====

[4]
{"formula": "C8H15IN3S", "method": "ωB97M-V with the def2-TZVPD basis set", "species": ["C", "C", "C", "C", "C", "C", "C", "C", "N", "N", "N", "S", "I", "H", "H", "H", "H", "H", "H", "H", "H", "H", "H", "H", "H", "H", "H", "H"], "positions_angstrom": [[-0.790641, -1.251158, 0.918065], [-2.088408, -1.629079, 1.201820], [1.163335, 1.362682, -0.113872], [1.195648, 1.792449, -1.498053], [3.477324, -0.473709, -0.908485], [-2.296475, 1.548232, 0.591228], [2.006878, -0.990016, -0.817037], [1.077037, -0.134174, 0.145454], [-0.277054, -0.587001, -0.078112], [-3.323907, 0.681022, 1.166691], [-2.968336, -2.544248, 1.441366], [1.427852, 2.293242, 1.216825], [-5.078713, 0.681953, 0.429506], [-0.241695, -1.395188, 1.878203], [1.215720, 2.899021, -1.640742], [0.402595, 1.364915, -2.075186], [2.006007, 1.331607, -2.079536], [3.582494, 0.105358, -0.008138], [4.009081, -1.355727, -1.020342], [3.486280, 0.160984, -1.776910], [-1.900464, 2.432714, 1.309872], [-1.381830, 1.063826, 0.221014], [-2.677178, 2.136857, -0.301003], [1.816662, -2.019127, -0.628186], [1.553263, -1.189317, -1.881083], [1.265986, -0.407164, 1.266246], [-2.789533, -3.502032, 1.147791], [-3.871935, -2.376928, 1.892616]], "forces_ev_per_a": [[0.057, -0.123, 0.641], [-1.551, -0.465, -0.131], [1.121, 0.101, 2.272], [0.271, 1.301, -1.485], [-3.588, 0.305, 0.249], [-0.668, 3.165, -0.300], [-1.466, 0.533, -2.097], [0.243, -2.018, 0.687], [-1.011, -0.455, 0.045], [3.250, 0.007, 0.920], [1.510, 1.112, -0.560], [-0.399, -0.388, -1.189], [-1.519, 0.094, -0.838], [0.053, -0.006, -0.312], [0.009, -0.964, 0.252], [-1.208, -0.137, -0.135], [0.316, 0.350, 0.581], [1.070, 0.050, 0.309], [1.906, -1.094, -0.013], [0.739, 0.157, -0.186], [-1.047, -2.308, -0.949], [-0.473, -0.405, 0.450], [0.283, -0.686, 0.817], [0.736, -1.078, 1.609], [0.442, 1.720, 1.398], [0.622, 0.953, -1.934], [-0.027, -0.093, 0.034], [0.330, 0.372, -0.139]], "charge": 1, "mol_weight_g_mol": 312.20, "largest_force_ev_per_a": 3.6, "e_above_lowest_kcal_mol": 111.1, "total_energy_ha": -1173.45206}